[1]
The following is a DFT calculation (ωB97M-V with the def2-TZVPD basis set) of a structure of composition C2HEuO3.

ΔE to the lowest compared entry with this formula, charge and spin (eV): 0.000
LUMO level (spin up / spin down) (eV): -12.96 / -12.39
Total energy (a.u.): -1011.79421
Kohn-Sham gap (spin up / spin down) (eV): 3.89 / 4.08

```
! RIJCOSX wB97M-V def2-TZVPD def2/J DEFGRID3
* xyz 2 7
O -1.93889 1.27012 0.31127
H -2.38860 1.24398 -0.54426
O 0.84809 -1.02052 0.20742
O 1.47752 -0.61687 -1.09099
C -0.17925 -0.27747 0.50068
C -1.32364 0.11104 0.58920
Eu 3.50476 -0.71027 0.02669
*
```

=====

[2]
The following is a DFT calculation (ωB97M-V with the def2-TZVPD basis set) of a cluster of 2 separate species, C2HF2N in total.

ΔE to the lowest compared entry with this formula, charge and spin (eV): 2.087
LUMO level (eV): -0.58
Total energy (a.u.): -331.19056
Kohn-Sham gap (eV): 11.44

```
! RIJCOSX wB97M-V def2-TZVPD def2/J DEFGRID3
* xyz 0 1
C -0.24050 -1.37010 0.02485
C 0.00122 0.73334 -0.07869
N -0.15538 -2.50359 0.12743
F 0.25577 1.00505 1.14988
F 1.07124 0.96441 -0.83560
H -0.93235 1.17088 -0.38787
*
```

=====

[3]
The following is a DFT calculation (ωB97M-V with the def2-TZVPD basis set) of a cluster of 2 separate species, C2HF2N in total.

ΔE to the lowest compared entry with this formula, charge and spin (eV): 0.583
LUMO level (spin up / spin down) (eV): 0.71 / -2.71
Total energy (a.u.): -331.07428
Kohn-Sham gap (spin up / spin down) (eV): 9.53 / 10.82

```
! RIJCOSX wB97M-V def2-TZVPD def2/J DEFGRID3
* xyz 0 3
C 0.29309 0.84640 0.39553
C -0.08470 -0.46650 0.05899
N 0.62114 1.89234 0.75183
F 0.91932 -1.40988 0.09000
F -1.17117 -1.05302 0.47602
H -0.57768 0.19066 -1.77237
*
```

=====

[4]
The following is a DFT calculation (ωB97M-V with the def2-TZVPD basis set) of the ion C2HF2O4S with charge -1.

ΔE to the lowest compared entry with this formula, charge and spin (eV): 1.532
Structure (SMILES): O=S(=O)([O-])[C@]1(F)O[C@H]1F
LUMO level (eV): 4.00
Total energy (a.u.): -975.71421
Kohn-Sham gap (eV): 9.48

```
! RIJCOSX wB97M-V def2-TZVPD def2/J DEFGRID3
* xyz -1 1
O 0.79245 -1.92551 -0.20800
S 1.55572 -0.69646 -0.10784
O 2.12103 -0.19323 -1.33713
O 2.34555 -0.54018 1.09137
C -0.15453 0.68567 0.20880
F 0.04703 1.99830 -0.13887
O -1.06415 0.50456 1.25395
C -1.48904 0.14872 -0.00949
F -2.48896 0.91706 -0.53662
H -1.66510 -0.89893 -0.21617
*
```

=====

[5]
The following is a DFT calculation (ωB97M-V with the def2-TZVPD basis set) of the molecule C2HF3O.

ΔE to the lowest compared entry with this formula, charge and spin (eV): 0.375
Structure (SMILES): O=CC(F)(F)F
LUMO level (eV): -0.13
Total energy (a.u.): -451.62453
Kohn-Sham gap (eV): 11.16

```
! RIJCOSX wB97M-V def2-TZVPD def2/J DEFGRID3
* xyz 0 1
O 0.97792 -0.76885 -0.17263
C 0.41292 -0.96656 0.84225
C -0.19279 0.06410 1.75494
F -0.36283 1.27045 1.09366
F -1.32257 -0.29966 2.25769
F 0.65349 0.34529 2.76163
H -0.02964 -1.89313 1.33256
*
```

=====

[6]
The following is a DFT calculation (ωB97M-V with the def2-TZVPD basis set) of the molecule C2HF3O2.

ΔE to the lowest compared entry with this formula, charge and spin (eV): 6.459
LUMO level (eV): -0.82
Total energy (a.u.): -526.68560
Kohn-Sham gap (eV): 9.02

```
! RIJCOSX wB97M-V def2-TZVPD def2/J DEFGRID3
* xyz 0 1
C -0.80557 -0.00588 0.16383
C 0.64657 -0.43766 0.07231
O -0.08519 1.94867 -0.23964
O -1.11647 1.22485 0.03668
F -1.77833 -0.85664 0.35663
F 0.85984 -0.60432 -1.22942
F 0.88364 -1.56519 0.66153
H 1.39553 0.29617 0.17808
*
```